Molecular formula: C8H12NO2
Method: DFT, ωB97M-V/def2-TZVPD

energy relative to the best compared isomer or geometry (same formula, charge and spin): 76.15 kcal/mol
frontier orbital gap (alpha / beta): 0.261 / 0.260 Ha
E: -14064.821 eV
LUMO level (alpha / beta): -5.6 / -5.6 eV

Structure (ORCA input):
```
! wB97M-V def2-TZVPD RIJCOSX def2/J DEFGRID3
* xyz 1 1
C -2.5043 -0.4025 1.9474
C -2.0213 -1.2884 1.0549
C -1.7991 0.7784 2.1531
C -0.8933 -0.9417 0.2884
C -0.7761 1.1725 1.3035
C 2.6339 -1.0403 -0.8385
C 1.4306 -0.2704 -1.4976
C 0.7290 0.5634 -0.4843
N -0.3125 0.2520 0.3775
O 1.2897 1.7599 -0.3696
O -1.0199 0.9000 -1.9214
H -3.5132 -0.6029 2.3962
H -2.4799 -2.2974 0.8252
H -2.1646 1.3523 3.0026
H -0.2108 -1.6195 -0.3327
H -0.3858 2.1436 1.4883
H 2.5605 -2.1969 -0.7291
H 2.6555 -0.6940 0.2334
H 3.5901 -0.7623 -1.3711
H 1.8570 0.2445 -2.3752
H 0.7016 -0.8937 -2.0772
H 1.8272 1.9932 -1.0821
H -1.1943 1.8503 -1.9917
*
```


Molecular formula: C8H12NOPS
Method: DFT, ωB97M-V/def2-TZVPD

energy relative to the best compared isomer or geometry (same formula, charge and spin): 57.68 kcal/mol
frontier orbital gap: 0.288 Ha
E: -32151.101 eV
LUMO level: -0.2 eV

Structure (ORCA input):
```
! wB97M-V def2-TZVPD RIJCOSX def2/J DEFGRID3
* xyz 0 1
C 3.1662 1.2780 0.8247
N 3.2678 -0.1321 0.4785
S 2.6643 -0.5277 -1.0810
C 0.9430 -0.5562 -0.6901
C 0.5168 -1.0000 0.5555
C -0.8319 -1.1343 0.8165
C -1.7852 -0.8152 -0.1433
C -3.2315 -1.1357 0.0748
C -1.3483 -0.2570 -1.3523
C 0.0120 -0.1624 -1.6392
H 2.1139 1.5640 0.7942
H 3.5339 1.3998 1.8434
H 3.7306 1.9383 0.1582
H 4.2307 -0.4499 0.5211
H 1.2513 -1.2622 1.3008
H -1.1459 -1.5279 1.7724
H -3.5434 -1.9006 -0.6381
H -3.3938 -1.5174 1.0801
H -3.8659 -0.2639 -0.0784
H -2.0720 -0.0467 -2.1288
H 0.3501 0.2182 -2.5923
O -0.4352 2.2888 0.4890
P -1.4609 2.2032 -0.5483
H -2.6666 1.7989 0.1825
*
```


Molecular formula: C8H12NOS
Method: DFT, ωB97M-V/def2-TZVPD

energy relative to the best compared isomer or geometry (same formula, charge and spin): 46.83 kcal/mol
frontier orbital gap: 0.315 Ha
E: -22853.392 eV
LUMO level: -3.5 eV

Structure (ORCA input):
```
! wB97M-V def2-TZVPD RIJCOSX def2/J DEFGRID3
* xyz 1 1
C 1.9441 1.1850 -1.5721
C 0.7055 0.8426 -0.8379
C 0.7952 -0.3019 -0.0862
C 1.9058 -1.2706 0.1027
C -0.7789 -0.8264 0.5541
N -0.8204 -1.5559 1.8385
S -1.7404 -1.3494 -0.7478
C -1.7912 0.1894 0.2544
O -2.7578 0.0546 1.1770
C -1.5619 1.5104 -0.2968
C -0.4105 1.7877 -0.9497
H 1.9773 0.8534 -2.6900
H 2.7848 0.6536 -1.0526
H 2.1326 2.3617 -1.6604
H 2.8160 -0.8309 -0.1623
H 1.7537 -2.0891 -0.5850
H 2.0508 -1.4459 1.0936
H -0.7199 -0.8155 2.6862
H -0.0210 -2.2257 1.8600
H -1.7877 -1.8334 1.9134
H -3.6481 0.3497 0.9305
H -2.4443 2.1389 -0.0698
H -0.3841 2.6178 -1.6999
*
```


Molecular formula: C8H12NPS2
Method: DFT, ωB97M-V/def2-TZVPD

energy relative to the best compared isomer or geometry (same formula, charge and spin): 6.87 kcal/mol
frontier orbital gap: 0.301 Ha
E: -40939.252 eV
LUMO level: 0.3 eV

Structure (ORCA input):
```
! wB97M-V def2-TZVPD RIJCOSX def2/J DEFGRID3
* xyz 0 1
C -3.6621 -1.7533 0.2274
S -1.7924 -1.9828 0.2745
P -1.1468 0.0196 0.5158
N 0.2113 -0.3110 -0.7339
C 1.5753 -0.1772 -0.2839
C 2.5400 -0.0836 -1.3249
C 3.8414 0.1275 -1.0512
C 4.2971 0.0658 0.1911
C 3.3411 -0.2451 1.2068
C 1.9913 -0.4226 0.9898
S -2.2778 1.1864 -0.9264
C -3.3610 2.1042 0.2115
H -3.8810 -1.4794 -0.8022
H -4.1546 -0.9489 0.8139
H -4.0941 -2.6978 0.3769
H 0.1276 0.0636 -1.6077
H 2.2292 -0.1501 -2.2992
H 4.5632 0.4082 -1.8016
H 5.3162 0.3026 0.3697
H 3.7540 -0.2623 2.2828
H 1.3510 -0.5775 1.8612
H -3.0426 3.0701 0.4963
H -3.4162 1.6134 1.1372
H -4.3101 2.1302 -0.1240
*
```


Molecular formula: C8H12NS2
Method: DFT, ωB97M-V/def2-TZVPD

energy relative to the best compared isomer or geometry (same formula, charge and spin): 0.00 kcal/mol
frontier orbital gap: 0.260 Ha
E: -31643.316 eV
LUMO level: -4.7 eV

Structure (ORCA input):
```
! wB97M-V def2-TZVPD RIJCOSX def2/J DEFGRID3
* xyz 1 1
C 4.1577 -0.1885 -0.2684
C 3.1536 -0.3002 -1.2615
C 3.8077 0.2590 1.0379
C 1.8752 0.2157 -1.0243
C 2.4651 0.6357 1.2840
C 1.5546 0.5522 0.2762
C -4.4739 -0.7290 0.5743
C -3.3484 -0.3964 -0.2512
N -2.4015 -1.2788 -0.5707
S -3.2047 1.2719 -0.6727
S -0.1032 1.1926 0.5953
H 5.1342 -0.3106 -0.5898
H 3.3003 -0.8188 -2.1554
H 4.3993 0.1729 1.9530
H 1.3212 0.3753 -1.9354
H 2.3066 1.0745 2.2602
H -4.2114 -1.3965 1.3229
H -4.9322 0.1549 0.9758
H -5.1966 -1.1372 -0.1290
H 0.3216 2.4418 1.0580
H -1.7800 -0.9717 -1.2856
H -2.0641 -1.9830 0.1382
H -2.0812 1.1643 -1.3320
*
```


Molecular formula: C8H12NiO6
Method: DFT, ωB97M-V/def2-TZVPD

expectation value of S²: 2.004
frontier orbital gap (alpha / beta): 0.197 / 0.261 Ha
E: -61812.772 eV
LUMO level (alpha / beta): 0.1 / 0.1 eV

Structure (ORCA input):
```
! wB97M-V def2-TZVPD RIJCOSX def2/J DEFGRID3
* xyz 0 3
O -1.2630 0.3411 3.1858
Ni -4.4737 -0.2915 3.5727
O -3.0700 -0.3180 2.0908
C -1.9397 0.1084 2.1061
O -1.1987 0.2675 0.9703
C -1.1349 -0.7173 0.0689
C 0.1126 0.8216 3.1443
C 0.5439 1.1320 4.5539
H 0.7312 0.0376 2.6944
H 0.1363 1.7116 2.5062
H 0.4587 0.2507 5.2008
H 1.5971 1.4411 4.5289
H -0.0481 1.9505 4.9813
C -0.6099 -0.2100 -1.1864
H -0.6626 -0.9545 -1.9880
H -0.9674 0.7975 -1.4451
C 0.9429 -0.2283 -0.6051
C 1.6261 1.1041 -0.8642
O 1.7849 1.3158 -2.2713
C 2.4179 2.4134 -2.6446
O 2.8537 3.2667 -1.9094
O 2.5866 2.3783 -3.9612
H 1.0395 -0.7130 0.3774
H 1.6550 -0.9507 -1.0399
H 2.6188 1.1050 -0.3938
H 1.0714 1.9520 -0.4424
H 3.1382 3.1233 -4.2339
*
```


Molecular formula: C8H12O
Method: DFT, ωB97M-V/def2-TZVPD

energy relative to the best compared isomer or geometry (same formula, charge and spin): 158.27 kcal/mol
frontier orbital gap: 0.365 Ha
E: -10531.099 eV
LUMO level: 0.9 eV

Structure (ORCA input):
```
! wB97M-V def2-TZVPD RIJCOSX def2/J DEFGRID3
* xyz 0 1
C 1.5764 1.4971 -0.4711
C 1.1232 0.1052 -0.1868
C 2.2333 -0.5776 0.7364
C -1.0668 -0.5176 0.4239
C -2.1817 0.4328 -0.0533
C -3.4920 0.3268 0.1275
C -0.5587 -1.3751 -0.7675
C 0.6988 -0.8932 -0.9710
H 1.0187 1.7129 -1.4583
H 2.8654 1.8021 -0.6826
H 1.3859 2.4279 0.4077
H 2.2219 0.1906 1.5853
H 1.7634 -1.4472 1.3717
H 3.3325 -0.8528 0.4918
H -1.2486 -1.1924 1.3648
H -1.8508 1.2186 -0.8721
H -4.1660 -0.2444 0.8561
H -4.0992 1.1817 -0.4433
H -1.0434 -2.6345 -0.8264
H 1.4275 -1.2615 -1.5199
O 0.0602 0.1006 0.8872
*
```


Molecular formula: C8H12O4
Method: DFT, ωB97M-V/def2-TZVPD

energy relative to the best compared isomer or geometry (same formula, charge and spin): 10.33 kcal/mol
frontier orbital gap: 0.382 Ha
E: -16680.506 eV
LUMO level: 0.5 eV

Structure (ORCA input):
```
! wB97M-V def2-TZVPD RIJCOSX def2/J DEFGRID3
* xyz 0 1
O 34.5083 0.3419 37.6707
C 35.5073 0.6624 37.0930
C 36.7210 1.4158 37.7065
C 37.4703 1.9127 36.4725
C 36.8647 1.1506 35.3057
O 35.6665 0.5658 35.7828
H 36.3198 2.1062 38.4439
H 37.4185 0.7854 38.2601
H 37.4092 2.9988 36.3907
H 38.5047 1.5841 36.5480
H 36.7130 1.7334 34.3997
H 37.5920 0.3847 35.0187
O 28.4816 2.2088 38.1748
C 29.6288 2.1453 37.8662
C 30.2355 2.3814 36.4518
C 31.6975 2.1443 36.6795
C 31.7467 1.3625 38.0048
O 30.5796 1.7100 38.7081
H 29.6396 1.6983 35.8415
H 30.0077 3.3693 36.0567
H 32.2182 1.5481 35.9320
H 32.1989 3.0966 36.8627
H 31.8446 0.3016 37.7539
H 32.6712 1.6223 38.5129
*
```